(1)
{"formula": "C21H32NO7RuS2Si2", "method": "ωB97M-V with the def2-TZVPD basis set", "elements": ["Ru", "O", "S", "O", "O", "C", "C", "C", "C", "C", "C", "S", "O", "O", "O", "H", "H", "H", "H", "C", "Si", "C", "C", "C", "C", "C", "C", "C", "C", "N", "Si", "C", "C", "C", "H", "H", "H", "H", "H", "H", "H", "H", "H", "H", "H", "H", "H", "H", "H", "H", "H", "H", "H", "H", "H", "H", "C", "O", "C", "C", "H", "H", "H", "H", "H", "H"], "positions_angstrom": [[-0.10, -0.29, 0.25], [0.18, 0.89, 4.20], [0.66, 0.56, 2.88], [0.36, 1.57, 1.89], [0.27, -0.79, 2.46], [2.44, 0.40, 3.06], [2.92, 0.46, 4.36], [4.26, 0.27, 4.63], [5.13, -0.02, 3.60], [4.65, -0.13, 2.30], [3.30, 0.09, 2.03], [2.77, -0.15, 0.32], [4.00, -0.31, -0.43], [2.01, 1.02, -0.11], [1.96, -1.39, 0.32], [2.20, 0.67, 5.14], [4.61, 0.33, 5.65], [6.18, -0.18, 3.79], [5.30, -0.38, 1.48], [-0.77, -3.21, 1.83], [-2.23, -1.99, 1.63], [-2.65, -0.81, 3.08], [-3.73, -3.20, 1.70], [-2.34, -1.12, -0.07], [-2.87, 0.22, -0.01], [-4.14, 0.62, -0.44], [-4.52, 1.94, -0.31], [-3.62, 2.86, 0.23], [-2.38, 2.39, 0.63], [-2.03, 1.13, 0.52], [-2.61, -2.12, -1.64], [-1.12, -3.31, -1.74], [-4.24, -3.16, -1.69], [-2.82, -1.11, -3.26], [-0.39, -3.16, 2.84], [0.06, -2.92, 1.18], [-1.05, -4.23, 1.61], [-2.90, -1.37, 3.98], [-3.50, -0.18, 2.84], [-1.81, -0.17, 3.31], [-3.87, -3.57, 2.70], [-3.58, -4.06, 1.06], [-4.65, -2.72, 1.40], [-4.82, -0.11, -0.86], [-5.51, 2.26, -0.63], [-3.88, 3.90, 0.31], [-1.64, 3.05, 1.06], [-1.26, -4.18, -1.11], [-0.25, -2.78, -1.35], [-0.90, -3.65, -2.74], [-4.30, -3.88, -0.89], [-4.32, -3.70, -2.63], [-5.11, -2.52, -1.61], [-1.89, -0.66, -3.57], [-3.53, -0.30, -3.12], [-3.18, -1.73, -4.07], [0.38, 2.19, -2.51], [-0.46, 1.17, -1.97], [-0.05, -0.09, -1.83], [1.18, -0.50, -2.60], [1.26, 2.32, -1.87], [-0.21, 3.10, -2.52], [0.69, 1.93, -3.53], [0.94, -0.56, -3.67], [1.52, -1.48, -2.27], [2.00, 0.20, -2.46]], "mulliken_charge": [1.1561, -0.8316, 1.4778, -0.6299, -0.4799, -0.3958, -0.6866, -0.5563, -0.5343, -0.5295, -0.4455, 1.6076, -0.7815, -0.6836, -0.6643, 0.5458, 0.3846, 0.3815, 0.5338, -1.2820, 1.2440, -0.8905, -1.5983, 1.7154, -0.9035, -0.8212, -0.5359, -1.1359, -0.4029, 0.7625, 0.4180, -0.9405, -1.2830, -1.1683, 0.4208, 0.2455, 0.3736, 0.3952, 0.2721, 0.0880, 0.3650, 0.2632, 0.3855, 0.4044, 0.4329, 0.3806, 0.4930, 0.3563, -0.0683, 0.3724, 0.3332, 0.3472, 0.3273, 0.2505, 0.3749, 0.4724, -0.9024, 0.0624, 0.3317, -2.1335, 0.3274, 0.2412, 0.3291, 0.4233, 0.4550, 0.5336], "fmax_ev_per_a": 4.8, "charge": -1, "e_homo_ev": [-4.52, -4.50], "lumo_ev": [2.50, 2.51], "de_lowest_kcal_mol": 56.4, "homo_lumo_gap_ev": [7.0, 7.0], "e_tot_ev": -78127.3812}



(2)
{"formula": "C21H33CrN11O2S3", "method": "ωB97M-V with the def2-TZVPD basis set", "elements": ["Cr", "N", "C", "O", "C", "C", "H", "H", "H", "H", "H", "H", "C", "C", "C", "N", "N", "C", "N", "S", "H", "H", "H", "H", "H", "H", "H", "C", "C", "C", "N", "N", "C", "N", "S", "H", "H", "H", "H", "H", "H", "H", "C", "C", "C", "C", "N", "C", "S", "N", "H", "H", "H", "H", "H", "N", "C", "N", "C", "C", "O", "C", "C", "H", "H", "H", "H", "H", "H", "H", "H"], "positions_angstrom": [[0.49, 0.05, 0.81], [2.12, 0.89, 4.50], [1.89, 0.68, 3.21], [0.81, 0.20, 2.83], [2.92, 1.03, 2.18], [2.57, 0.29, 0.88], [1.41, 0.66, 5.18], [3.00, 1.27, 4.82], [3.93, 0.82, 2.56], [2.86, 2.12, 2.03], [3.07, -0.68, 0.89], [2.95, 0.84, 0.02], [3.39, -4.29, 3.50], [1.91, -4.53, 3.14], [1.52, -3.72, 1.94], [1.10, -2.52, 1.98], [0.91, -1.95, 0.73], [1.21, -2.77, -0.25], [1.07, -2.47, -1.56], [1.75, -4.31, 0.30], [3.67, -4.85, 4.39], [3.55, -3.23, 3.70], [4.04, -4.59, 2.68], [1.27, -4.24, 3.96], [1.75, -5.59, 2.93], [0.89, -1.51, -1.79], [1.48, -3.07, -2.25], [2.63, 5.83, -0.15], [1.55, 5.07, -0.94], [0.82, 4.09, -0.08], [1.03, 2.83, -0.05], [0.29, 2.15, 0.91], [-0.46, 2.96, 1.62], [-1.17, 2.58, 2.71], [-0.34, 4.61, 1.13], [3.15, 6.53, -0.79], [3.36, 5.13, 0.27], [2.18, 6.39, 0.68], [2.02, 4.50, -1.75], [0.85, 5.78, -1.38], [-1.26, 1.59, 2.87], [-1.94, 3.16, 3.01], [-1.94, -5.08, -0.19], [-2.39, -3.67, -0.48], [-3.17, -3.38, -1.60], [-3.53, -2.07, -1.77], [-3.16, -1.10, -0.93], [-2.43, -1.46, 0.13], [-1.95, -0.18, 1.25], [-2.01, -2.72, 0.37], [-2.80, -5.76, -0.24], [-1.50, -5.13, 0.80], [-1.22, -5.41, -0.94], [-3.49, -4.16, -2.28], [-4.14, -1.76, -2.62], [-0.02, 0.20, -1.13], [-0.69, 0.76, -1.89], [-1.49, 1.41, -2.68], [-2.74, 1.98, -2.15], [-3.87, 1.59, -3.08], [-3.58, 1.98, -4.42], [-2.41, 1.34, -4.91], [-1.20, 1.73, -4.09], [-2.63, 3.07, -2.12], [-2.92, 1.59, -1.15], [-4.78, 2.11, -2.79], [-4.02, 0.51, -3.02], [-2.28, 1.67, -5.94], [-2.54, 0.25, -4.89], [-1.04, 2.80, -4.17], [-0.31, 1.20, -4.42]], "mulliken_charge": [-0.0400, -0.4102, 0.8148, -0.4936, -0.6373, -1.2818, 0.2555, 0.1970, 0.5144, 0.2097, 0.6201, 0.4288, -1.0066, -0.6569, 0.3387, -0.8239, 1.1802, 0.1223, -0.2663, -0.1839, 0.3715, 0.2361, 0.3191, 0.2724, 0.3557, 0.0709, 0.2045, -1.1089, -0.5833, 0.3548, -0.5273, 0.8978, -0.1793, -0.3122, -0.2110, 0.3671, 0.2959, 0.3442, 0.2589, 0.3289, 0.1893, 0.2659, -1.4014, 1.1488, -1.1029, -0.0984, -0.2443, 0.2980, -0.5344, -0.2467, 0.4821, 0.2578, 0.2586, 0.4323, 0.3810, -0.4528, 0.3166, 0.2419, -0.3462, -0.3808, -0.4173, -0.5462, -0.5744, 0.3572, 0.2830, 0.3687, 0.0346, 0.3783, 0.2925, 0.3017, 0.4207], "fmax_ev_per_a": 0.9, "charge": 1, "spin_multiplicity": 2, "e_homo_ev": [-10.15, -10.19], "lumo_ev": [-2.71, -2.18], "de_lowest_kcal_mol": 5.0, "homo_lumo_gap_ev": [7.4, 8.0], "e_tot_ev": -103720.9782}



(3)
{"formula": "C21H33F3NO6S", "method": "ωB97M-V with the def2-TZVPD basis set", "elements": ["O", "S", "O", "O", "C", "C", "C", "C", "C", "C", "O", "C", "N", "C", "O", "C", "F", "F", "F", "C", "C", "C", "C", "C", "C", "C", "C", "C", "H", "H", "H", "H", "H", "H", "H", "H", "H", "H", "H", "H", "H", "H", "H", "H", "H", "H", "H", "H", "H", "H", "H", "H", "H", "H", "H", "C", "C", "O", "C", "H", "H", "H", "H", "H", "H"], "positions_angstrom": [[4.62, -0.63, 1.17], [4.12, -1.81, 0.30], [3.55, -2.89, 1.29], [5.49, -2.46, -0.49], [2.75, -1.34, -0.89], [2.01, 0.11, -0.52], [2.61, 1.37, -1.39], [1.51, 2.07, -2.40], [0.26, 2.81, -1.65], [0.45, 3.45, -0.15], [1.61, 4.33, 0.13], [-1.07, 4.15, -0.03], [-1.91, 2.95, -0.53], [-3.34, 3.33, -0.85], [-4.21, 2.53, 0.03], [-5.64, 2.73, -0.26], [-6.15, 4.06, 0.20], [-6.37, 1.71, 0.57], [-6.03, 2.47, -1.67], [-1.15, 1.98, -1.39], [-1.70, 1.51, -2.85], [-3.04, 0.57, -2.84], [-2.90, -0.81, -1.96], [-2.37, -2.23, -2.67], [-2.27, -3.66, -1.81], [-2.68, -3.75, -0.20], [-3.18, -2.36, 0.51], [-3.29, -0.95, -0.35], [5.14, -2.95, -1.30], [3.07, -1.39, -2.03], [1.91, -2.16, -0.77], [2.20, 0.36, 0.62], [0.87, -0.07, -0.70], [3.45, 0.90, -2.09], [3.18, 2.18, -0.73], [1.22, 1.30, -3.22], [2.11, 2.93, -2.97], [0.03, 3.76, -2.30], [0.45, 2.50, 0.58], [2.14, 3.95, 0.90], [-1.32, 4.36, 1.11], [-1.25, 4.99, -0.82], [-2.03, 2.41, 0.38], [-3.63, 3.32, -1.98], [-3.47, 4.46, -0.49], [-1.04, 0.99, -0.72], [-0.91, 0.98, -3.54], [-2.00, 2.51, -3.43], [-3.99, 1.17, -2.52], [-3.21, 0.22, -3.97], [-2.08, -2.27, -3.82], [-1.93, -4.68, -2.30], [-2.66, -4.72, 0.45], [-3.51, -2.33, 1.65], [-3.69, -0.02, 0.23], [3.59, -3.44, 4.45], [3.37, -4.43, 5.56], [2.26, -4.89, 5.79], [4.57, -4.83, 6.38], [2.64, -3.24, 3.95], [3.97, -2.50, 4.86], [4.30, -3.85, 3.72], [4.99, -3.95, 6.88], [5.32, -5.30, 5.74], [4.26, -5.55, 7.15]], "mulliken_charge": [-0.6154, 1.1343, -0.5343, -0.4685, -0.9238, 0.0137, -0.6363, -0.6372, -0.0199, -0.0197, -0.5551, -0.6076, 0.2681, -0.5663, -0.3309, 0.7682, -0.2142, -0.2348, -0.2102, 0.1937, -1.0948, -0.2545, 0.3217, -0.5041, -0.4324, -0.4045, -0.3731, -0.0537, 0.3737, 0.4955, 0.4298, 0.3187, -0.2672, 0.4338, 0.2494, 0.1782, 0.3312, 0.3822, 0.2571, 0.4028, 0.2821, 0.4213, 0.5373, 0.4016, 0.4480, -0.0931, 0.2732, 0.3136, 0.0302, 0.4777, 0.2706, 0.3089, 0.3256, 0.3084, 0.1028, -0.9523, 0.7895, -0.5714, -1.0525, 0.2551, 0.3430, 0.2736, 0.3130, 0.3074, 0.2927], "fmax_ev_per_a": 7.8, "charge": 1, "e_homo_ev": -10.56, "lumo_ev": -3.13, "homo_lumo_gap_ev": 7.4, "e_tot_ev": -55051.6273}